(i)
Molecular formula: C36H54F12MnO27P2
Method: DFT, wB97M-V/def2-TZVPD

```
132
Properties=species:S:1:pos:R:3:mulliken_charge:R:1
Mn -1.14 -2.29 -2.64 1.895
P 0.34 0.30 0.41 1.194
F -0.95 -0.64 0.13 -0.364
F -0.40 0.82 1.79 -0.365
F 1.00 -0.81 1.34 -0.323
F 1.69 1.16 0.48 -0.334
F 0.98 -0.37 -0.97 -0.406
F -0.41 1.46 -0.42 -0.335
P -0.47 -6.22 -0.79 1.132
F 0.40 -4.95 -1.27 -0.351
F -0.59 -6.65 -2.37 -0.346
F 0.82 -7.15 -0.67 -0.339
F -1.41 -7.45 -0.30 -0.333
F -0.25 -5.78 0.81 -0.351
F -1.73 -5.17 -1.03 -0.365
C 6.62 2.89 3.03 -1.401
C 8.02 2.50 3.64 0.357
C 8.65 3.70 4.37 -0.397
O 9.03 3.16 5.57 -0.336
C 8.65 1.87 5.71 0.627
O 8.95 1.17 6.63 -0.523
O 7.90 1.50 4.66 -0.310
H 6.71 3.57 2.18 0.354
H 6.07 3.35 3.85 0.369
H 6.09 1.99 2.72 0.340
H 8.71 2.07 2.92 0.310
H 8.01 4.58 4.33 0.332
H 9.54 3.93 3.78 0.280
C -4.77 1.48 -8.65 -1.373
C -4.38 2.42 -7.45 0.389
C -5.33 2.37 -6.28 -0.464
O -4.67 1.60 -5.27 -0.253
C -3.39 1.37 -5.69 0.547
O -2.63 0.69 -5.10 -0.516
O -3.17 1.90 -6.93 -0.363
H -5.19 0.54 -8.28 0.346
H -3.91 1.05 -9.16 0.356
H -5.57 1.90 -9.26 0.374
H -4.16 3.42 -7.82 0.319
H -6.28 1.94 -6.58 0.328
H -5.46 3.39 -5.91 0.300
C -9.61 0.40 -2.42 -1.412
C -8.94 -0.76 -1.70 0.518
C -8.93 -2.04 -2.49 -0.453
O -7.58 -2.41 -2.71 -0.325
C -6.78 -1.62 -2.04 0.629
O -5.54 -1.69 -1.88 -0.642
O -7.50 -0.54 -1.59 -0.256
H -9.95 1.16 -1.71 0.324
H -10.51 0.12 -2.97 0.397
H -8.95 0.71 -3.23 0.337
H -9.40 -0.91 -0.72 0.280
H -9.37 -1.96 -3.48 0.309
H -9.42 -2.74 -1.80 0.293
C -0.05 5.36 3.61 -1.274
C 0.87 6.48 2.94 0.392
C 1.47 6.09 1.64 -0.326
O 1.16 7.12 0.78 -0.323
C 0.25 7.92 1.39 0.679
O -0.33 8.87 0.87 -0.578
O 0.00 7.51 2.64 -0.334
H -0.63 4.94 2.79 0.300
H -0.76 5.57 4.41 0.335
H 0.60 4.58 4.01 0.350
H 1.63 6.84 3.64 0.286
H 1.00 5.18 1.28 0.241
H 2.55 5.97 1.68 0.253
C -5.27 3.87 1.48 -1.626
C -6.60 3.64 0.87 0.635
C -7.66 3.06 1.80 -0.334
O -8.71 4.02 1.86 -0.337
C -8.39 5.06 1.09 0.710
O -9.03 6.09 0.97 -0.587
O -7.23 4.87 0.52 -0.370
H -4.79 2.94 1.79 0.401
H -5.36 4.52 2.35 0.370
H -4.59 4.45 0.87 0.374
H -6.48 3.03 -0.02 0.206
H -7.20 3.01 2.79 0.275
H -7.96 2.05 1.52 0.286
C 5.47 -3.32 -1.26 -1.298
C 6.90 -3.44 -0.71 0.476
C 7.86 -3.83 -1.80 -0.339
O 9.00 -3.14 -1.41 -0.340
C 8.80 -2.28 -0.37 0.622
O 9.62 -1.52 0.14 -0.553
O 7.48 -2.32 -0.07 -0.339
H 4.90 -2.75 -0.51 0.321
H 5.07 -4.33 -1.35 0.387
H 5.44 -2.79 -2.21 0.332
H 6.87 -4.31 -0.06 0.184
H 7.41 -3.48 -2.73 0.260
H 8.07 -4.90 -1.77 0.290
C 3.68 -4.44 5.40 -1.376
C 4.44 -3.20 5.79 0.346
C 3.72 -1.84 5.56 -0.117
O 3.99 -1.20 6.83 -0.332
C 4.64 -2.00 7.70 0.683
O 4.84 -1.71 8.90 -0.591
O 4.78 -3.24 7.21 -0.371
H 4.28 -5.36 5.44 0.356
H 3.46 -4.30 4.34 0.398
H 2.81 -4.51 6.05 0.321
H 5.39 -3.10 5.26 0.271
H 2.68 -2.11 5.38 0.142
H 4.23 -1.30 4.76 0.271
C 2.11 -0.33 -9.66 -1.314
C 2.17 -1.84 -9.33 0.373
C 3.49 -2.48 -8.78 -0.364
O 3.18 -2.91 -7.47 -0.286
C 1.95 -2.54 -7.18 0.595
O 1.41 -2.61 -6.08 -0.586
O 1.34 -2.01 -8.26 -0.327
H 2.48 0.33 -8.87 0.331
H 1.12 -0.02 -10.00 0.344
H 2.74 -0.29 -10.55 0.379
H 1.81 -2.30 -10.24 0.269
H 4.32 -1.78 -8.93 0.291
H 3.78 -3.29 -9.45 0.292
C -2.05 -4.26 5.21 -1.467
C -1.62 -2.76 5.28 0.353
C -2.82 -1.84 5.45 -0.398
O -2.25 -0.84 6.23 -0.342
C -1.17 -1.34 6.97 0.651
O -0.61 -0.75 7.89 -0.571
O -0.88 -2.55 6.53 -0.337
H -2.82 -4.34 4.44 0.396
H -2.53 -4.60 6.12 0.378
H -1.20 -4.89 4.96 0.360
H -0.90 -2.55 4.48 0.314
H -3.64 -2.35 5.95 0.303
H -3.21 -1.55 4.47 0.359
```

Values from the calculation:
Expectation value of S² = 8.751
HOMO (spin up / spin down) = -9.90 / -9.90 eV
M = 1263.66 g mol⁻¹
Multiplicity = 6


(ii)
Molecular formula: C36H54F12MnO27P2
Method: DFT, wB97M-V/def2-TZVPD

```
132
Properties=species:S:1:pos:R:3:mulliken_charge:R:1
Mn 2.25 1.56 1.71 1.249
P 0.52 -0.21 -0.21 1.609
F 0.72 -0.80 1.35 -0.242
F 2.09 -0.04 -0.11 -0.431
F 0.65 -1.68 -0.95 -0.473
F 0.37 0.59 -1.66 -0.224
F -1.07 -0.32 -0.09 -0.385
F 0.57 1.28 0.53 -0.149
P 4.20 2.86 -0.34 1.582
F 4.23 1.52 -1.25 -0.385
F 5.80 2.94 -0.43 -0.337
F 4.03 3.85 -1.62 -0.364
F 4.03 4.11 0.71 -0.401
F 2.59 2.69 -0.06 -0.386
F 4.43 1.90 0.97 -0.501
C 0.40 4.15 -2.01 -1.232
C -0.67 4.91 -2.75 0.923
C -1.07 6.28 -2.24 0.050
O -1.38 6.93 -3.52 -0.417
C -0.82 6.31 -4.51 0.689
O -0.76 6.72 -5.67 -0.630
O -0.32 5.20 -4.11 -0.395
H 0.17 3.86 -0.98 0.070
H 1.15 4.92 -1.86 0.436
H 0.90 3.34 -2.53 0.384
H -1.59 4.31 -2.75 -0.198
H -0.30 6.89 -1.77 0.130
H -1.92 6.24 -1.56 0.069
C -5.64 0.24 -0.40 -1.290
C -4.91 -0.70 0.67 1.795
C -4.10 -0.04 1.76 -0.041
O -4.56 -0.73 2.92 -0.347
C -5.56 -1.56 2.63 0.535
O -6.17 -2.23 3.48 -0.639
O -5.88 -1.44 1.35 -0.392
H -6.06 1.11 0.10 0.408
H -6.42 -0.40 -0.81 0.425
H -4.98 0.50 -1.23 0.031
H -4.23 -1.33 0.11 -0.866
H -4.29 1.03 1.77 0.177
H -3.03 -0.17 1.58 0.103
C -1.42 -6.17 0.30 -1.618
C -1.47 -4.66 -0.02 0.826
C -1.09 -4.25 -1.40 1.622
O -2.14 -3.43 -1.80 -0.024
C -3.21 -3.63 -1.01 0.493
O -4.30 -3.15 -1.23 -0.633
O -2.83 -4.27 0.09 -0.409
H -1.89 -6.75 -0.49 0.410
H -1.89 -6.45 1.24 0.393
H -0.37 -6.44 0.37 0.333
H -0.85 -4.11 0.69 0.084
H -1.09 -5.16 -2.00 0.183
H -0.10 -3.79 -1.39 -1.771
C 6.04 -3.43 3.92 -1.471
C 4.53 -3.01 4.01 0.387
C 4.34 -2.08 5.18 -0.601
O 3.48 -1.11 4.60 -0.269
C 3.58 -1.09 3.30 0.343
O 3.14 -0.20 2.58 -0.203
O 4.36 -2.10 2.94 -0.102
H 6.34 -4.10 3.11 0.330
H 6.42 -3.92 4.82 0.416
H 6.69 -2.57 3.76 0.374
H 3.80 -3.82 3.98 0.334
H 5.28 -1.72 5.61 0.310
H 3.94 -2.64 6.02 0.388
C 4.71 -2.61 -0.83 -1.239
C 4.11 -3.82 -0.18 0.755
C 2.80 -3.62 0.52 0.928
O 2.06 -4.67 0.04 -0.313
C 2.55 -5.15 -1.12 0.528
O 1.92 -5.84 -1.91 -0.595
O 3.73 -4.54 -1.32 -0.352
H 4.94 -1.88 -0.05 0.323
H 4.04 -2.08 -1.50 0.085
H 5.67 -2.80 -1.30 0.438
H 4.84 -4.37 0.42 0.191
H 2.33 -2.65 0.36 -0.250
H 2.92 -3.72 1.60 -0.481
C -1.68 7.11 1.18 -1.589
C -0.68 6.46 2.19 0.444
C -1.24 5.66 3.29 -0.582
O -0.39 4.48 3.28 -0.113
C 0.48 4.49 2.21 0.230
O 1.25 3.59 1.81 -0.431
O 0.28 5.67 1.58 -0.281
H -1.11 7.55 0.36 0.365
H -2.25 7.87 1.71 0.459
H -2.29 6.35 0.70 0.339
H -0.06 7.24 2.64 0.251
H -2.28 5.35 3.19 0.392
H -1.20 6.18 4.24 0.365
C 0.42 -4.47 -4.88 -1.060
C 1.26 -3.25 -5.01 0.534
C 1.43 -2.50 -3.68 1.297
O 2.83 -2.39 -3.56 -0.163
C 3.44 -3.03 -4.58 0.432
O 4.65 -3.13 -4.71 -0.636
O 2.58 -3.55 -5.41 -0.387
H -0.61 -4.12 -5.02 0.243
H 0.59 -4.88 -3.89 0.191
H 0.60 -5.18 -5.68 0.380
H 0.79 -2.52 -5.66 0.333
H 1.00 -3.03 -2.83 -0.998
H 0.93 -1.53 -3.66 -0.208
C -2.55 2.94 5.19 -1.300
C -1.84 1.58 5.52 0.325
C -2.39 0.43 4.70 -0.329
O -1.32 0.20 3.75 -0.119
C -0.41 1.08 3.89 0.424
O 0.61 1.19 3.20 -0.363
O -0.56 1.71 5.10 -0.333
H -3.57 2.88 5.58 0.492
H -2.62 3.16 4.13 0.116
H -2.09 3.78 5.71 0.400
H -1.89 1.45 6.61 0.414
H -3.29 0.72 4.16 0.091
H -2.52 -0.44 5.34 0.292
C -2.35 1.79 -3.75 -1.966
C -2.18 0.29 -3.60 2.176
C -3.43 -0.50 -3.40 0.189
O -3.43 -1.41 -4.48 -0.373
C -2.24 -1.33 -5.07 0.367
O -1.83 -2.10 -5.91 -0.611
O -1.52 -0.30 -4.68 -0.404
H -2.61 2.30 -2.83 0.426
H -3.12 2.06 -4.47 0.334
H -1.38 2.12 -4.13 0.511
H -1.74 0.18 -2.60 -0.755
H -4.32 0.13 -3.40 0.366
H -3.47 -1.15 -2.52 -0.264
```

Values from the calculation:
Expectation value of S² = 8.752
HOMO (spin up / spin down) = -10.02 / -10.02 eV
M = 1263.66 g mol⁻¹
Multiplicity = 6


(ii) has the most favorable energy; the next structure is 877.6 kJ/mol above.


(i)
Molecular formula: C22H23N3O3S
Method: DFT, wB97M-V/def2-TZVPD

```
52
Properties=species:S:1:pos:R:3:mulliken_charge:R:1
C 0.39 4.19 -5.40 -1.492
C 1.14 2.95 -4.96 0.089
C 0.45 2.10 -3.93 0.439
C 1.11 0.98 -3.43 -1.498
C 0.54 0.15 -2.49 -0.044
C -0.74 0.43 -2.02 -0.471
N -1.38 -0.37 -1.05 0.296
C -1.18 -1.80 -1.04 -0.819
C -0.17 -2.24 0.02 0.443
O 0.93 -1.73 0.11 -0.596
N -0.58 -3.27 0.79 -0.106
C 0.22 -3.77 1.89 -1.272
C -0.29 -3.29 3.22 0.819
C 0.48 -2.48 4.05 -0.358
C -0.05 -2.04 5.25 -0.354
C -1.34 -2.43 5.57 -0.365
N -2.08 -3.20 4.80 -0.629
C -1.57 -3.61 3.66 -0.315
S -1.67 0.32 0.45 1.274
O -2.56 1.42 0.27 -0.743
O -2.09 -0.76 1.30 -0.603
C -0.10 0.96 1.03 0.114
C 0.50 0.36 2.11 -0.033
C 1.73 0.82 2.55 -0.466
C 2.34 1.88 1.90 -0.694
C 1.72 2.49 0.82 -0.653
C 0.48 2.03 0.38 -0.495
C -1.42 1.55 -2.50 -0.353
C -0.82 2.37 -3.44 -0.349
H -0.56 3.93 -5.86 0.346
H 0.98 4.74 -6.13 0.381
H 0.20 4.85 -4.55 0.367
H 2.12 3.24 -4.56 0.312
H 1.34 2.32 -5.84 0.301
H 2.11 0.75 -3.79 0.389
H 1.09 -0.69 -2.09 0.426
H -2.16 -2.27 -0.85 0.434
H -0.82 -2.11 -2.02 0.439
H -1.56 -3.47 0.82 0.308
H 0.20 -4.87 1.85 0.370
H 1.24 -3.42 1.72 0.424
H 1.48 -2.21 3.75 0.492
H 0.52 -1.41 5.91 0.401
H -1.81 -2.11 6.50 0.368
H -2.22 -4.25 3.06 0.376
H -0.01 -0.46 2.59 0.498
H 2.21 0.36 3.40 0.417
H 3.30 2.23 2.23 0.389
H 2.19 3.32 0.32 0.429
H -0.03 2.51 -0.44 0.523
H -2.40 1.77 -2.11 0.481
H -1.37 3.23 -3.79 0.364
```

Values from the calculation:
SMILES = CCc1ccc(N(CC(=O)NCc2cccnc2)S(=O)(=O)c2ccccc2)cc1
HOMO = -8.59 eV
M = 409.51 g mol⁻¹
Multiplicity = 1


(ii)
Molecular formula: C22H23N3O3S
Method: DFT, wB97M-V/def2-TZVPD

```
52
Properties=species:S:1:pos:R:3:mulliken_charge:R:1
C -3.56 2.87 2.01 -0.625
O -3.07 3.36 0.78 -0.335
C -3.79 2.93 -0.34 -0.417
C -3.36 1.55 -0.87 -1.425
N -2.00 1.59 -1.37 0.211
C -0.93 1.19 -0.63 0.641
S -1.25 0.48 0.95 -0.320
C 0.36 -0.31 1.22 -0.878
C 0.37 -1.62 0.46 0.769
O -0.32 -1.78 -0.53 -0.671
N 1.15 -2.63 0.95 0.077
C 0.90 -3.98 0.47 -0.860
C 0.25 -4.76 1.61 -0.761
C 1.23 -4.87 2.77 -0.860
C 2.05 -3.62 2.96 0.583
C 2.91 -3.54 4.05 -0.677
C 3.73 -2.45 4.25 -0.642
C 3.72 -1.42 3.32 -0.701
C 2.87 -1.48 2.23 -0.225
C 2.01 -2.55 2.06 0.163
N 0.29 1.28 -0.99 -0.306
C 0.58 1.79 -2.23 -0.088
C 1.91 1.88 -2.64 -0.490
C 2.21 2.38 -3.89 -0.431
C 1.19 2.80 -4.75 -0.617
C -0.12 2.71 -4.35 -0.587
C -0.44 2.21 -3.09 0.333
C -1.83 2.13 -2.65 0.603
O -2.79 2.48 -3.30 -0.697
H -4.61 3.16 2.16 0.332
H -3.48 1.78 2.08 0.250
H -2.95 3.33 2.78 0.222
H -3.60 3.67 -1.12 0.405
H -4.87 2.91 -0.13 0.344
H -4.01 1.29 -1.71 0.445
H -3.43 0.79 -0.09 0.619
H 0.49 -0.45 2.29 0.608
H 1.09 0.39 0.82 0.275
H 0.25 -3.91 -0.40 0.375
H 1.85 -4.44 0.18 0.387
H -0.05 -5.75 1.26 0.401
H -0.65 -4.22 1.92 0.293
H 0.70 -5.11 3.69 0.439
H 1.93 -5.69 2.57 0.377
H 2.93 -4.36 4.76 0.417
H 4.38 -2.40 5.10 0.383
H 4.38 -0.57 3.44 0.407
H 2.90 -0.70 1.49 0.530
H 2.69 1.56 -1.96 0.466
H 3.24 2.46 -4.20 0.394
H 1.44 3.18 -5.72 0.399
H -0.93 3.03 -5.00 0.462
```

Values from the calculation:
SMILES = COCCn1c(SCC(=O)N2CCCc3ccccc32)nc2ccccc2c1=O
HOMO = -8.12 eV
M = 409.51 g mol⁻¹
Multiplicity = 1


(ii) has the most favorable energy; the next structure is 99.4 kJ/mol above.


(i)
Molecular formula: C3H3N2O3
Method: DFT, wB97M-V/def2-TZVPD

```
11
Properties=species:S:1:pos:R:3:mulliken_charge:R:1
O 0.50 1.36 -2.79 -0.642
C 0.37 1.37 -1.61 0.347
O 0.28 2.27 -0.73 -0.663
C 0.22 0.09 -0.79 0.594
N -0.76 -0.63 -0.48 -0.506
C -0.64 -1.23 0.81 -0.367
N 0.44 -0.49 1.46 -0.349
O 1.34 -0.05 0.50 -0.357
H -1.53 -0.95 1.34 0.337
H -0.16 -2.15 0.52 0.340
H -0.05 0.41 1.76 0.266
```

Values from the calculation:
Net charge = -1
SMILES = O=C([O-])C1=NCNO1
HOMO = -4.97 eV
M = 115.07 g mol⁻¹
Multiplicity = 1


(ii)
Molecular formula: C3H3N2O3
Method: DFT, wB97M-V/def2-TZVPD

```
11
Properties=species:S:1:pos:R:3:mulliken_charge:R:1
N 0.68 -1.01 0.02 -0.276
N -0.64 -1.10 0.04 -0.442
C -1.32 0.01 0.35 0.294
C -0.65 1.23 0.35 0.066
O 0.45 1.44 0.79 -0.636
C -2.91 -0.05 0.08 0.444
O -3.06 0.63 -0.92 -0.670
O -3.72 -0.61 0.80 -0.709
H 0.93 -1.84 -0.53 0.253
H 1.05 -0.09 0.23 0.263
H -1.25 2.06 0.11 0.414
```

Values from the calculation:
Net charge = -1
SMILES = N/N=C(\C=O)C(=O)[O-]
HOMO = -3.92 eV
M = 115.07 g mol⁻¹
Multiplicity = 1


(ii) has the most favorable energy; the next structure is 107.7 kJ/mol above.


(i)
Molecular formula: C4H13N4O
Method: DFT, wB97M-V/def2-TZVPD

```
22
Properties=species:S:1:pos:R:3:mulliken_charge:R:1
C -0.69 -1.58 -2.74 -0.979
C -1.01 -0.20 -2.22 0.644
O -1.05 0.03 -1.01 -0.582
N -1.35 0.74 -3.12 -0.401
H -1.34 -1.91 -3.55 0.366
H -0.86 -2.20 -1.87 0.223
H -1.79 1.57 -2.77 0.240
H -1.48 0.54 -4.09 0.209
H 0.28 -1.55 -3.24 0.295
C 2.39 0.96 2.16 -0.886
C 0.08 0.05 1.81 0.906
N -0.69 -0.91 1.36 -0.334
N 1.41 -0.10 1.86 -0.272
N -0.46 1.19 2.24 -0.377
H -0.33 -1.69 0.84 0.185
H -1.69 -0.84 1.44 0.201
H 1.80 -0.84 1.30 0.241
H 0.07 1.77 2.86 0.156
H -1.37 1.49 1.94 0.230
H 2.87 1.37 1.27 0.287
H 3.19 0.40 2.66 0.314
H 2.03 1.70 2.87 0.336
```

Values from the calculation:
Net charge = +1
HOMO = -13.17 eV
M = 133.18 g mol⁻¹
Multiplicity = 1


(ii)
Molecular formula: C4H13N4O
Method: DFT, wB97M-V/def2-TZVPD

```
22
Properties=species:S:1:pos:R:3:mulliken_charge:R:1
C -1.53 -2.10 -0.22 -0.936
C 0.59 -1.62 1.15 0.602
N 1.88 -1.80 1.62 -0.396
N -0.13 -2.58 0.30 -0.165
N -0.02 -0.59 1.76 -0.360
H 2.42 -2.48 1.05 0.228
H 2.14 -1.65 2.50 0.190
H 0.34 -3.27 -0.21 0.247
H -0.75 -0.16 1.15 0.193
H 0.46 -0.05 2.69 0.331
H -2.14 -2.87 0.15 0.299
H -1.38 -2.13 -1.19 0.409
H -1.87 -1.12 0.00 0.347
C 0.71 3.27 -1.05 -1.301
C -0.16 2.04 -0.67 0.824
O -0.55 1.70 0.42 -0.617
N -0.77 1.48 -1.80 -0.349
H -1.46 0.76 -1.71 0.191
H -0.63 2.11 -2.58 0.213
H 1.60 3.00 -1.59 0.375
H 1.10 3.95 -0.20 0.314
H 0.14 4.10 -1.59 0.361
```

Values from the calculation:
Net charge = +1
HOMO = -13.39 eV
M = 133.18 g mol⁻¹
Multiplicity = 1


(i) has the most favorable energy; the next structure is 268.3 kJ/mol above.